{"formula": "C4H6N2O", "method": "ωB97M-V/def2-TZVPD", "largest_force_ev_per_a": 5.24, "orbital_gap_ev": 8.89, "de_lowest_kj_mol": 467.29, "elements": ["C", "C", "C", "C", "N", "N", "O", "H", "H", "H", "H", "H", "H"], "xyz": [[1.537, 1.158, -0.025], [0.228, 1.104, 0.017], [0.263, -1.020, 0.029], [-0.921, -1.865, 0.074], [1.495, -1.162, -0.006], [-0.892, 1.862, 0.131], [2.256, -0.058, -0.035], [2.244, 1.968, -0.044], [-0.634, -2.914, 0.144], [-1.525, -1.597, 0.942], [-1.527, -1.721, -0.820], [-1.728, 1.423, -0.226], [-0.795, 2.821, -0.179]]}

---

{"formula": "C47H57AsCsF6N8O3SSi2Te", "method": "ωB97M-V/def2-TZVPD", "largest_force_ev_per_a": 0.59, "orbital_gap_ev": 4.65, "total_charge": -1, "de_lowest_kj_mol": 9.81, "elements": ["Cs", "C", "N", "C", "C", "N", "C", "C", "C", "C", "C", "C", "N", "C", "N", "C", "C", "C", "C", "C", "C", "N", "H", "H", "H", "H", "H", "H", "H", "H", "H", "H", "H", "H", "H", "H", "H", "F", "C", "C", "C", "C", "O", "C", "C", "N", "C", "C", "C", "C", "C", "C", "N", "C", "C", "N", "C", "C", "C", "O", "O", "H", "H", "H", "H", "H", "H", "H", "H", "H", "H", "H", "H", "H", "H", "H", "H", "H", "H", "C", "Si", "C", "C", "As", "Si", "C", "C", "C", "H", "H", "H", "H", "H", "H", "H", "H", "H", "H", "H", "H", "H", "H", "H", "H", "H", "H", "F", "C", "C", "F", "C", "F", "C", "S", "C", "F", "C", "F", "C", "Te", "C", "H", "H", "H", "H", "H", "H"], "xyz": [[0.840, -0.711, 1.344], [0.712, -3.236, -2.843], [-0.071, -3.481, -1.651], [-1.446, -2.999, -1.722], [-2.118, -3.074, -0.391], [-1.760, -2.397, 0.659], [-2.677, -2.722, 1.649], [-2.761, -2.263, 2.963], [-3.798, -2.751, 3.735], [-4.731, -3.667, 3.225], [-4.659, -4.125, 1.922], [-3.614, -3.634, 1.147], [-3.230, -3.843, -0.165], [0.941, -1.781, -3.156], [0.481, -0.770, -2.478], [0.979, 0.359, -3.114], [0.781, 1.704, -2.819], [1.404, 2.638, -3.628], [2.212, 2.250, -4.706], [2.410, 0.915, -5.017], [1.772, -0.016, -4.206], [1.716, -1.397, -4.222], [0.262, -3.735, -3.709], [1.696, -3.679, -2.669], [0.461, -3.040, -0.904], [-1.992, -3.623, -2.438], [-1.516, -1.960, -2.059], [-2.038, -1.550, 3.349], [-3.894, -2.419, 4.761], [-5.527, -4.023, 3.867], [-5.382, -4.830, 1.531], [-3.659, -4.457, -0.832], [0.158, 1.999, -1.984], [1.269, 3.692, -3.422], [2.691, 3.010, -5.310], [3.033, 0.617, -5.851], [2.257, -2.015, -4.799], [-0.875, 6.345, -0.207], [-0.834, 5.853, 1.050], [-0.123, 4.713, 1.271], [-0.027, 4.178, 2.551], [0.429, 2.780, 2.681], [0.750, 2.144, 1.678], [0.363, 2.248, 4.025], [0.004, 3.061, 5.038], [-0.401, 4.373, 4.902], [-0.947, 5.057, 6.037], [-0.109, 5.125, 7.276], [-0.326, 6.359, 6.447], [-0.547, 4.896, 3.632], [-1.295, 6.058, 3.383], [-1.536, 6.487, 2.089], [-2.642, 7.385, 1.883], [-2.742, 7.924, 0.527], [-3.902, 8.887, 0.426], [-5.155, 8.143, 0.763], [-5.080, 7.604, 2.162], [-3.891, 6.683, 2.236], [0.503, 0.745, 4.300], [1.384, 0.376, 5.081], [-0.360, 0.068, 3.680], [0.294, 4.159, 0.440], [-0.010, 2.688, 6.054], [-2.020, 4.950, 6.166], [0.865, 4.661, 7.233], [-0.616, 5.042, 8.226], [0.503, 6.707, 5.845], [-0.978, 7.134, 6.826], [-1.809, 6.562, 4.190], [-2.896, 7.135, -0.219], [-1.825, 8.453, 0.274], [-4.003, 9.272, -0.587], [-3.819, 9.711, 1.135], [-5.275, 7.345, 0.118], [-5.973, 8.737, 0.646], [-6.002, 7.059, 2.354], [-4.997, 8.461, 2.831], [-4.051, 5.822, 1.569], [-3.817, 6.303, 3.253], [-6.945, 5.494, -1.237], [-5.832, 4.021, -1.803], [-7.018, 2.553, -1.890], [-5.409, 4.475, -3.587], [-3.919, 3.880, -0.569], [-4.662, 2.478, 1.110], [-4.893, 0.676, 0.609], [-6.316, 3.002, 1.905], [-3.448, 2.487, 2.558], [-7.864, 5.615, -1.817], [-6.337, 6.397, -1.376], [-7.212, 5.357, -0.183], [-7.880, 2.783, -2.523], [-7.387, 2.260, -0.905], [-6.504, 1.689, -2.316], [-6.301, 4.674, -4.189], [-4.851, 3.661, -4.054], [-4.768, 5.360, -3.611], [-5.573, 0.584, -0.237], [-5.278, 0.070, 1.434], [-3.929, 0.260, 0.307], [-7.132, 3.029, 1.178], [-6.240, 3.990, 2.367], [-6.592, 2.296, 2.695], [-2.497, 1.984, 2.360], [-3.887, 1.934, 3.396], [-3.233, 3.502, 2.906], [4.948, -6.752, 2.851], [4.532, -5.750, 2.058], [4.328, -4.483, 2.573], [4.550, -4.259, 3.875], [3.902, -3.461, 1.745], [3.720, -2.256, 2.311], [3.662, -3.630, 0.377], [3.143, -2.330, -0.652], [3.875, -4.929, -0.094], [3.669, -5.216, -1.391], [4.300, -5.967, 0.713], [4.493, -7.194, 0.199], [4.694, 0.699, -2.122], [3.372, 1.311, -0.569], [3.186, 3.319, -1.290], [4.231, 0.903, -3.087], [4.825, -0.374, -1.996], [5.651, 1.209, -2.040], [3.889, 3.986, -0.798], [2.166, 3.652, -1.107], [3.360, 3.311, -2.365]]}

---

{"formula": "C11H18O", "method": "ωB97M-V/def2-TZVPD", "largest_force_ev_per_a": 1.56, "orbital_gap_ev": 9.52, "de_lowest_kj_mol": 47.14, "smiles": "CCc1ccc(O)cc1.CCC", "elements": ["C", "C", "C", "C", "C", "C", "O", "C", "C", "H", "H", "H", "H", "H", "H", "H", "H", "H", "H", "C", "C", "C", "H", "H", "H", "H", "H", "H", "H", "H"], "xyz": [[1.363, -0.917, -2.938], [0.807, -1.120, -1.540], [-0.381, -0.230, -1.243], [-0.186, 1.153, -1.326], [-1.249, 2.027, -1.165], [-2.505, 1.516, -0.873], [-3.600, 2.354, -0.720], [-2.698, 0.159, -0.702], [-1.626, -0.712, -0.901], [1.758, 0.082, -3.112], [0.586, -1.106, -3.684], [2.158, -1.629, -3.178], [0.390, -2.130, -1.401], [1.594, -1.155, -0.783], [0.789, 1.538, -1.592], [-1.102, 3.092, -1.303], [-3.360, 3.063, -0.150], [-3.697, -0.166, -0.444], [-1.853, -1.773, -0.923], [1.208, 0.943, 2.438], [1.325, -0.524, 2.021], [0.958, -1.557, 3.084], [1.696, 1.104, 3.398], [0.209, 1.376, 2.437], [1.783, 1.512, 1.699], [0.798, -0.701, 1.087], [2.365, -0.689, 1.717], [-0.085, -1.861, 2.940], [1.568, -2.460, 3.044], [0.989, -1.189, 4.112]]}

---

{"formula": "C26H20Cl5CrN4O4S2", "method": "ωB97M-V/def2-TZVPD", "multiplicity": 5, "s2": 6.012, "largest_force_ev_per_a": 1.05, "orbital_gap_ev": [7.45, 7.74], "total_charge": -1, "de_lowest_kj_mol": 0.00, "elements": ["Cr", "S", "C", "C", "N", "C", "S", "C", "N", "Cl", "C", "C", "Cl", "C", "Cl", "C", "O", "C", "Cl", "C", "Cl", "O", "C", "C", "O", "O", "C", "C", "C", "C", "C", "C", "C", "C", "C", "C", "C", "C", "H", "H", "H", "H", "H", "H", "H", "H", "H", "H", "H", "N", "C", "C", "N", "H", "H", "H", "H", "H", "H", "H", "H", "H"], "xyz": [[-0.333, -0.316, 0.299], [-2.667, -0.880, 0.498], [-3.197, -1.061, -1.119], [-4.647, -1.267, -1.260], [-5.780, -1.425, -1.361], [-2.489, -1.035, -2.271], [-0.726, -0.897, -2.320], [-3.143, -1.163, -3.558], [-3.627, -1.250, -4.599], [-0.929, 7.437, -0.540], [-0.815, 5.727, -0.309], [0.248, 5.175, 0.393], [1.468, 6.208, 1.047], [0.346, 3.797, 0.573], [1.702, 3.147, 1.448], [-0.615, 2.903, 0.054], [-0.514, 1.633, 0.176], [-1.689, 3.496, -0.645], [-2.887, 2.451, -1.294], [-1.783, 4.873, -0.827], [-3.114, 5.525, -1.712], [1.518, -0.137, 1.395], [2.156, -1.359, 1.812], [1.524, -2.468, 0.937], [2.103, -3.532, 0.843], [0.376, -2.142, 0.426], [3.666, -1.249, 1.579], [4.165, -0.373, 0.618], [5.537, -0.278, 0.388], [6.424, -1.068, 1.102], [5.930, -1.949, 2.058], [4.565, -2.037, 2.295], [1.797, -1.582, 3.288], [1.550, -0.476, 4.097], [1.246, -0.625, 5.444], [1.179, -1.893, 6.005], [1.412, -3.004, 5.204], [1.715, -2.853, 3.854], [2.065, 0.634, 1.575], [3.493, 0.228, 0.013], [5.903, 0.410, -0.367], [7.491, -0.997, 0.920], [6.611, -2.577, 2.622], [4.198, -2.731, 3.040], [1.576, 0.522, 3.675], [1.052, 0.252, 6.051], [0.933, -2.015, 7.054], [1.349, -4.002, 5.626], [1.884, -3.724, 3.230], [0.099, 2.131, -3.636], [1.508, 2.309, -3.985], [2.368, 2.351, -2.742], [2.226, 1.227, -1.828], [-0.510, 2.202, -4.438], [-0.204, 2.829, -2.969], [-0.678, 0.384, -2.753], [1.709, 3.220, -4.565], [1.814, 1.457, -4.599], [2.151, 3.268, -2.184], [3.412, 2.408, -3.052], [2.392, 0.346, -2.302], [1.300, 1.183, -1.424]]}